# 1
{
  "formula": "C5H13O3",
  "method": "ωB97M-V/def2-TZVPD",
  "symbols": ["C", "O", "C", "C", "C", "C", "O", "H", "H", "H", "H", "H", "H", "H", "H", "H", "H", "H", "H", "H", "O"],
  "coordinates": [[2.126, -0.014, -1.670], [1.885, -1.446, -2.053], [1.005, 0.439, -0.783], [1.116, -0.051, 0.694], [0.227, 0.747, 1.585], [-1.383, 0.326, 1.337], [-1.812, 0.616, 0.123], [3.070, -0.322, -1.209], [2.131, 0.439, -2.686], [0.931, -1.616, -2.190], [0.849, 1.536, -0.887], [-0.002, 0.237, -1.179], [0.822, -1.101, 0.661], [2.211, 0.014, 0.851], [0.311, 1.819, 1.344], [0.394, 0.565, 2.656], [-1.802, 0.893, 2.183], [-1.311, -0.812, 1.461], [-3.101, -0.169, -0.346], [-3.711, -1.353, 0.414], [-3.955, -0.747, -0.304]],
  "forces_ev_per_angstrom": [[-1.3, -3.1, -1.5], [-0.9, -0.4, -0.2], [-0.6, 1.4, 0.1], [0.7, 0.4, -2.1], [-1.9, -0.3, 0.2], [3.2, -0.3, -0.2], [-0.5, 0.6, -0.9], [0.3, 1.8, 0.1], [0.6, 0.6, 1.1], [0.7, 0.5, 0.2], [0.8, -0.1, 0.7], [0.3, -0.8, -0.1], [0.1, -0.2, 0.4], [-0.4, -0.1, 0.7], [0.0, -0.2, 0.3], [0.2, 0.1, -0.1], [-0.8, -0.4, 0.3], [-0.5, 0.7, 0.8], [-0.4, -0.1, 0.6], [-0.2, 0.3, -0.3], [0.4, -0.2, 0.0]],
  "nbo_charge": [-0.08, -0.79, -0.48, -0.40, -0.45, 0.02, -0.94, 0.19, 0.17, 0.46, 0.21, 0.27, 0.20, 0.17, 0.18, 0.17, 0.09, 0.07, 0.51, 0.44, -1.03],
  "total_charge": -1,
  "lumo_ev": 3.711,
  "spin_multiplicity": 1,
  "e_above_lowest_kcal_mol": 24.73
}

# 2
{
  "formula": "C36H34MnN5PS4Te",
  "method": "ωB97M-V/def2-TZVPD",
  "symbols": ["Mn", "C", "S", "C", "S", "N", "N", "C", "C", "C", "C", "C", "C", "N", "H", "H", "H", "H", "H", "H", "H", "H", "C", "N", "C", "C", "N", "C", "H", "H", "H", "H", "H", "H", "S", "P", "S", "C", "C", "C", "C", "C", "C", "C", "C", "C", "C", "C", "C", "H", "H", "H", "H", "H", "H", "H", "H", "H", "H", "Te", "C", "C", "C", "C", "C", "C", "C", "C", "C", "C", "C", "C", "H", "H", "H", "H", "H", "H", "H", "H", "H", "H"],
  "coordinates": [[-0.144, 0.199, 0.450], [-0.251, 2.144, -4.531], [0.201, 0.416, -4.295], [-0.010, 0.198, -2.560], [-0.073, 1.533, -1.499], [-0.053, -1.081, -2.257], [-0.137, -1.268, -0.899], [-0.297, -2.468, -0.479], [-0.467, -2.608, 0.967], [-0.640, -3.830, 1.597], [-0.790, -3.854, 2.975], [-0.758, -2.660, 3.676], [-0.586, -1.475, 2.977], [-0.449, -1.445, 1.651], [-0.064, 2.350, -5.584], [0.358, 2.802, -3.918], [-1.304, 2.300, -4.310], [-0.339, -3.313, -1.159], [-0.651, -4.740, 1.011], [-0.926, -4.795, 3.492], [-0.868, -2.635, 4.750], [-0.548, -0.510, 3.468], [5.068, -0.111, -1.152], [3.905, -0.299, -0.304], [3.827, -1.070, 0.831], [2.569, -0.894, 1.315], [1.880, -0.028, 0.495], [2.715, 0.303, -0.467], [5.797, -0.884, -0.922], [5.516, 0.866, -0.979], [4.781, -0.198, -2.198], [4.662, -1.644, 1.190], [2.131, -1.303, 2.208], [2.500, 0.992, -1.266], [2.009, 3.706, 0.620], [1.212, 2.971, 2.248], [-0.457, 1.793, 2.098], [0.749, 4.293, 3.414], [-0.554, 4.492, 3.850], [-0.849, 5.538, 4.716], [0.157, 6.384, 5.155], [1.464, 6.188, 4.722], [1.757, 5.151, 3.853], [2.422, 2.015, 3.235], [2.017, 1.400, 4.420], [2.922, 0.679, 5.180], [4.247, 0.572, 4.766], [4.655, 1.189, 3.595], [3.744, 1.910, 2.831], [-1.338, 3.826, 3.513], [-1.869, 5.690, 5.047], [-0.073, 7.198, 5.831], [2.252, 6.848, 5.059], [2.772, 5.009, 3.501], [0.985, 1.488, 4.741], [2.601, 0.204, 6.099], [4.958, 0.014, 5.363], [5.686, 1.112, 3.273], [4.045, 2.396, 1.910], [-2.986, 0.291, -0.332], [-4.286, 0.091, 1.318], [-5.484, -0.603, 1.198], [-6.340, -0.706, 2.288], [-6.003, -0.114, 3.495], [-4.802, 0.573, 3.619], [-3.940, 0.671, 2.536], [-3.483, 2.290, -0.751], [-2.986, 3.338, 0.016], [-3.369, 4.640, -0.273], [-4.237, 4.898, -1.325], [-4.720, 3.853, -2.098], [-4.346, 2.547, -1.810], [-5.756, -1.058, 0.254], [-7.274, -1.245, 2.189], [-6.675, -0.187, 4.341], [-4.535, 1.034, 4.562], [-2.998, 1.197, 2.641], [-2.276, 3.144, 0.809], [-2.975, 5.454, 0.321], [-4.532, 5.916, -1.547], [-5.389, 4.051, -2.926], [-4.727, 1.731, -2.412]],
  "forces_ev_per_angstrom": [[-0.5, -0.2, -0.5], [0.1, 0.0, 0.0], [-0.1, 0.0, 0.1], [0.1, -0.2, -0.3], [-0.1, 0.2, -0.1], [0.1, 0.0, 0.4], [-0.1, 0.1, -0.3], [0.0, -0.1, 0.4], [0.1, 0.1, -0.4], [0.0, -0.1, 0.2], [0.0, -0.1, -0.1], [0.0, 0.1, 0.1], [-0.1, -0.1, 0.0], [-0.2, 0.1, 0.0], [0.0, 0.0, 0.0], [0.0, 0.0, 0.0], [0.0, 0.0, 0.0], [0.0, 0.0, 0.0], [0.0, 0.0, 0.0], [0.0, 0.0, 0.0], [0.0, 0.0, 0.0], [0.0, 0.0, 0.0], [0.0, 0.0, 0.0], [0.0, 0.0, 0.0], [0.0, 0.1, 0.0], [0.0, 0.0, 0.1], [0.1, -0.4, 0.0], [0.0, 0.2, 0.1], [0.0, 0.0, 0.0], [0.0, 0.0, 0.0], [0.0, 0.0, 0.0], [0.0, 0.0, 0.0], [0.0, 0.0, 0.0], [0.0, 0.0, 0.0], [0.0, 0.0, 0.0], [0.0, -0.1, 0.0], [0.1, 0.3, 0.3], [0.0, 0.1, 0.0], [0.0, 0.0, 0.0], [0.0, 0.0, 0.0], [0.0, 0.0, 0.0], [0.0, 0.0, 0.0], [0.0, 0.0, 0.0], [0.0, 0.0, 0.0], [0.0, 0.0, 0.0], [0.0, 0.0, 0.0], [0.0, 0.0, 0.0], [0.0, 0.0, 0.0], [0.0, 0.0, 0.0], [0.0, 0.0, 0.0], [0.0, 0.0, 0.0], [0.0, 0.0, 0.0], [0.0, 0.0, 0.0], [0.0, 0.0, 0.0], [0.0, 0.0, 0.0], [0.0, 0.0, 0.0], [0.0, 0.0, 0.0], [0.0, 0.0, 0.0], [0.0, 0.0, 0.0], [0.4, -0.1, 0.2], [0.0, 0.0, 0.1], [0.0, 0.0, 0.0], [0.0, 0.0, 0.0], [0.0, 0.0, 0.0], [0.0, 0.0, 0.0], [0.0, -0.1, 0.0], [-0.1, 0.1, 0.0], [0.0, 0.0, -0.1], [0.0, 0.0, 0.0], [0.0, 0.0, 0.0], [0.0, 0.0, 0.0], [0.0, 0.0, 0.0], [0.0, 0.0, 0.0], [0.0, 0.0, 0.0], [0.0, 0.0, 0.0], [0.0, 0.0, 0.0], [0.0, 0.0, 0.0], [0.0, 0.0, 0.0], [0.0, 0.0, 0.0], [0.0, 0.0, 0.0], [0.0, 0.0, 0.0], [0.0, 0.0, 0.0]],
  "lowdin_spin": [1.01, 0.00, 0.00, 0.00, 0.00, 0.00, -0.01, 0.00, 0.00, 0.00, 0.00, 0.00, 0.00, 0.00, 0.00, 0.00, 0.00, 0.00, 0.00, 0.00, 0.00, 0.00, 0.00, 0.00, 0.00, 0.00, 0.00, 0.00, 0.00, 0.00, 0.00, 0.00, 0.00, 0.00, 0.00, 0.00, 0.01, 0.00, 0.00, 0.00, 0.00, 0.00, 0.00, 0.00, 0.00, 0.00, 0.00, 0.00, 0.00, 0.00, 0.00, 0.00, 0.00, 0.00, 0.00, 0.00, 0.00, 0.00, 0.00, -0.01, 0.00, 0.00, 0.00, 0.00, 0.00, 0.00, 0.00, 0.00, 0.00, 0.00, 0.00, 0.00, 0.00, 0.00, 0.00, 0.00, 0.00, 0.00, 0.00, 0.00, 0.00, 0.00],
  "total_charge": 0,
  "lumo_ev": [-0.518, -0.502],
  "spin_multiplicity": 2,
  "e_above_lowest_kcal_mol": 0.00
}

# 3
{
  "formula": "C5H6O2",
  "method": "ωB97M-V/def2-TZVPD",
  "symbols": ["C", "O", "C", "C", "O", "C", "C", "H", "H", "H", "H", "H", "H"],
  "coordinates": [[0.577, 0.573, 1.198], [0.437, -0.884, 1.355], [-0.263, -1.617, 0.517], [-1.024, -0.769, -0.488], [-1.403, 0.542, -0.032], [-0.016, 0.908, -0.145], [0.279, -0.261, -1.133], [1.648, 0.790, 1.267], [0.044, 1.058, 2.021], [1.082, -0.964, -0.867], [-1.829, -1.271, -1.029], [0.115, 1.944, -0.468], [0.353, -0.049, -2.196]],
  "forces_ev_per_angstrom": [[0.0, 0.1, -0.1], [-0.3, -0.3, 0.1], [-0.4, 0.2, 0.6], [0.0, -0.4, 0.0], [-0.1, 0.0, -0.2], [0.3, 0.2, 0.0], [0.2, 0.0, -0.2], [-0.1, -0.2, 0.0], [0.0, -0.1, -0.2], [0.3, 0.6, -0.3], [0.3, 0.0, 0.1], [0.2, -0.2, 0.0], [-0.4, 0.2, 0.0]],
  "nbo_charge": [-0.11, -0.48, 0.29, -0.07, -0.52, 0.05, -0.45, 0.20, 0.21, 0.22, 0.21, 0.21, 0.23],
  "total_charge": 0,
  "lumo_ev": 0.853,
  "spin_multiplicity": 1,
  "e_above_lowest_kcal_mol": 100.64
}

# 4
{
  "formula": "C4H4INO3",
  "method": "ωB97M-V/def2-TZVPD",
  "symbols": ["C", "C", "C", "C", "N", "O", "O", "O", "I", "H", "H", "H", "H"],
  "coordinates": [[-0.210, 1.301, 0.123], [0.629, 0.217, -0.405], [-2.333, 0.874, 0.243], [1.488, -1.867, -0.134], [0.098, 2.409, 0.530], [1.214, 0.332, -1.450], [-3.141, 1.739, 0.236], [0.650, -0.819, 0.350], [-2.683, -1.235, 0.509], [1.411, -2.658, 0.569], [2.374, -1.244, -0.079], [1.031, -2.247, -1.046], [-0.528, 3.198, 0.554]],
  "forces_ev_per_angstrom": [[-3.5, 1.0, 0.7], [0.4, 0.7, -1.0], [1.4, 1.7, -0.5], [-0.5, 0.9, 0.2], [1.1, -0.1, -0.9], [-0.1, 0.3, -0.3], [1.5, -1.5, 0.1], [-1.8, -0.9, 1.8], [-0.4, -0.1, 0.0], [0.3, -0.5, 0.9], [1.3, -1.6, -1.1], [0.9, 0.3, -0.5], [-0.7, -0.1, 0.6]],
  "nbo_charge": [0.29, 0.68, 0.35, -0.27, -0.58, -0.55, -0.52, -0.46, 0.05, 0.20, 0.22, 0.21, 0.40],
  "total_charge": 0,
  "lumo_ev": [-0.812, -0.812],
  "spin_multiplicity": 1,
  "e_above_lowest_kcal_mol": 17.84
}

# 5
{
  "formula": "C22H20FeN7O4S",
  "method": "ωB97M-V/def2-TZVPD",
  "symbols": ["Fe", "N", "C", "C", "C", "C", "C", "C", "S", "O", "O", "N", "C", "N", "C", "C", "C", "N", "H", "H", "H", "H", "H", "H", "H", "H", "H", "C", "N", "C", "C", "C", "C", "C", "N", "C", "C", "C", "C", "C", "C", "H", "H", "H", "H", "H", "H", "H", "H", "H", "H", "H", "O", "N", "O"],
  "coordinates": [[-1.626, -0.912, 0.673], [2.828, 0.739, -5.159], [2.683, 0.226, -3.874], [1.413, 0.024, -3.335], [1.264, -0.406, -2.029], [2.385, -0.660, -1.262], [3.649, -0.458, -1.780], [3.804, -0.023, -3.082], [2.253, -1.050, 0.488], [3.225, -2.064, 0.821], [2.444, 0.219, 1.154], [0.728, -1.541, 0.797], [0.400, -2.731, 0.318], [1.167, -3.364, -0.585], [0.771, -4.551, -0.983], [-0.379, -5.171, -0.511], [-1.148, -4.419, 0.367], [-0.788, -3.221, 0.780], [2.042, 0.587, -5.772], [3.723, 0.563, -5.586], [0.542, 0.212, -3.945], [0.277, -0.557, -1.618], [4.498, -0.658, -1.144], [4.788, 0.135, -3.505], [1.400, -5.023, -1.730], [-0.675, -6.158, -0.832], [-2.094, -4.792, 0.744], [0.082, 2.050, 0.241], [-1.179, 1.361, 0.303], [-2.259, 2.063, 0.318], [-3.495, 1.505, 0.702], [-4.778, 2.076, 0.749], [-5.614, 1.115, 1.297], [-4.807, 0.005, 1.562], [-3.540, 0.229, 1.219], [0.580, 2.335, 1.641], [0.241, 1.494, 2.692], [0.700, 1.749, 3.971], [1.499, 2.854, 4.213], [1.848, 3.694, 3.170], [1.384, 3.436, 1.892], [-0.003, 2.996, -0.319], [0.825, 1.413, -0.245], [-2.220, 3.133, 0.072], [-5.049, 3.063, 0.424], [-6.670, 1.204, 1.486], [-5.098, -0.933, 2.001], [-0.379, 0.627, 2.484], [0.433, 1.085, 4.782], [1.858, 3.057, 5.211], [2.478, 4.555, 3.354], [1.660, 4.094, 1.079], [-3.289, -2.232, -0.487], [-2.877, -1.893, -1.614], [-1.905, -1.083, -1.604]],
  "forces_ev_per_angstrom": [[-0.6, 0.6, -0.9], [0.0, 0.1, -0.2], [-0.1, 0.0, 0.3], [0.1, 0.0, 0.0], [0.0, -0.1, -0.1], [-0.3, -0.1, 0.6], [0.1, -0.2, 0.1], [-0.1, 0.0, -0.1], [0.6, 0.6, 0.3], [-0.2, 0.0, -0.2], [-0.3, -0.2, -0.1], [0.0, 1.5, 0.1], [-0.4, -1.6, -0.3], [0.0, 0.0, -0.1], [-0.2, -0.2, 0.0], [-0.1, 0.1, 0.2], [-0.1, -0.4, -0.2], [0.3, 1.0, -0.1], [0.1, 0.0, 0.0], [-0.1, 0.0, -0.1], [-0.2, 0.0, 0.0], [-0.1, 0.0, -0.1], [0.2, 0.0, 0.0], [0.1, 0.0, 0.1], [0.0, -0.1, 0.0], [0.0, 0.0, 0.0], [0.0, 0.0, 0.0], [0.3, 0.1, 0.0], [-0.7, -0.6, 0.2], [0.7, 0.0, -0.2], [-0.9, -0.2, 0.3], [0.6, 0.1, -0.2], [-0.2, -0.2, 0.1], [-0.2, -0.1, 0.1], [1.3, -0.3, -0.4], [-0.1, 0.2, 0.0], [-0.1, 0.0, 0.0], [-0.1, -0.1, 0.0], [0.1, 0.1, 0.1], [0.0, 0.1, 0.1], [0.0, 0.0, 0.0], [0.0, -0.1, 0.1], [-0.1, 0.2, -0.1], [0.0, -0.1, 0.0], [0.0, 0.2, -0.1], [-0.1, 0.0, 0.0], [-0.1, -0.2, 0.0], [0.1, 0.2, 0.2], [0.0, 0.0, 0.0], [0.0, 0.0, 0.1], [0.0, 0.0, 0.0], [0.0, 0.1, -0.1], [0.7, 0.4, -0.4], [-0.2, -0.1, 0.2], [-0.2, -0.4, 1.0]],
  "lowdin_spin": [3.79, 0.00, 0.00, 0.00, 0.00, 0.00, 0.00, 0.00, 0.00, 0.00, 0.00, 0.03, 0.00, 0.00, 0.00, 0.00, 0.00, 0.02, 0.00, 0.00, 0.00, 0.00, 0.00, 0.00, 0.00, 0.00, 0.00, 0.00, 0.03, 0.00, 0.00, 0.00, 0.00, 0.00, 0.03, 0.00, 0.00, 0.00, 0.00, 0.00, 0.00, 0.00, 0.00, 0.00, 0.00, 0.00, 0.00, 0.00, 0.00, 0.00, 0.00, 0.00, 0.03, 0.01, 0.04],
  "total_charge": -1,
  "lumo_ev": [2.805, 2.804],
  "spin_multiplicity": 5,
  "e_above_lowest_kcal_mol": 20.73
}

# 6
{
  "formula": "C3H14BeN3O",
  "method": "ωB97M-V/def2-TZVPD",
  "symbols": ["C", "Be", "N", "H", "H", "H", "H", "H", "H", "H", "H", "C", "N", "C", "N", "O", "H", "H", "H", "H", "H", "H"],
  "coordinates": [[-0.752, 0.923, -1.618], [0.472, -0.067, -0.420], [0.468, -1.668, -1.096], [1.685, 0.592, -0.431], [-0.564, 0.820, -0.468], [-0.912, 2.009, -1.738], [-1.661, 0.384, -1.915], [0.047, 0.687, -2.343], [-0.416, -2.164, -0.907], [1.190, -2.169, -0.567], [0.682, -1.809, -2.089], [-0.632, -2.018, 3.304], [0.077, -0.739, 3.320], [0.411, -0.052, 2.228], [1.140, 1.082, 2.338], [0.047, -0.472, 1.061], [-1.028, -2.229, 2.308], [-1.460, -1.970, 4.013], [0.045, -2.825, 3.600], [0.359, -0.347, 4.219], [1.499, 1.504, 1.488], [1.482, 1.373, 3.243]],
  "forces_ev_per_angstrom": [[-0.5, 0.9, 0.2], [2.8, -2.1, 0.5], [-0.1, 0.1, 0.0], [-0.1, 0.3, -0.2], [-1.8, 1.3, -1.9], [0.0, -0.4, 0.3], [0.3, 0.1, 0.4], [-0.1, -0.2, 0.7], [0.1, 0.0, -0.2], [0.0, 0.0, -0.1], [-0.1, 0.0, -0.1], [0.1, 0.3, 0.0], [-0.2, -0.1, -0.7], [0.4, 0.2, -0.7], [-0.6, -0.6, -0.3], [-0.4, 0.3, 1.4], [0.2, 0.2, 0.2], [0.0, 0.0, 0.0], [0.0, 0.1, 0.0], [0.1, 0.1, 0.2], [-0.1, -0.3, 0.2], [0.0, 0.0, 0.3]],
  "nbo_charge": [-0.95, 1.02, -1.44, -0.69, 0.12, 0.24, 0.25, 0.26, 0.35, 0.39, 0.32, -0.53, -0.73, 0.61, -0.90, -0.93, 0.23, 0.20, 0.19, 0.24, 0.42, 0.31],
  "total_charge": -1,
  "lumo_ev": [2.891, 3.023],
  "spin_multiplicity": 1
}

Listing max |F| for the structures above in their given order: 0.0719; 0.0141; 0.0152; 0.0716; 0.0324; 0.0690 Eh/bohr.